{
  "formula": "C25H65ClGaO11",
  "method": "ωB97M-V/def2-TZVPD",
  "total_energy_ha": -4203.569615,
  "charge": -1,
  "homo_energy_ev": -4.4,
  "fmax_ev_per_a": 5.55,
  "homo_lumo_gap_ev": 6.48,
  "symbols": ["C", "C", "C", "C", "O", "Ga", "C", "C", "C", "C", "C", "Cl", "C", "C", "C", "C", "C", "C", "H", "H", "H", "H", "H", "H", "H", "H", "H", "H", "H", "H", "H", "H", "H", "H", "H", "H", "H", "H", "H", "H", "H", "H", "H", "C", "O", "H", "H", "H", "H", "C", "O", "H", "H", "H", "H", "C", "O", "H", "H", "H", "H", "C", "O", "H", "H", "H", "H", "C", "O", "H", "H", "H", "H", "C", "O", "H", "H", "H", "H", "C", "O", "H", "H", "H", "H", "C", "O", "H", "H", "H", "H", "C", "O", "H", "H", "H", "H", "C", "O", "H", "H", "H", "H"],
  "coordinates": [[7.0394, 1.2610, 2.1822], [6.4710, -0.2080, 1.6199], [4.9440, 0.0774, 1.0955], [3.8581, -1.1023, 1.4373], [2.6119, -0.6133, 2.0882], [1.4774, 0.2525, 0.7979], [0.8594, -1.0419, -0.7312], [0.4931, -2.5553, -0.2005], [-0.2598, 0.7716, 1.8747], [-0.9847, 2.0682, 1.1799], [-0.9804, 3.3744, 2.2140], [-2.0073, 4.7739, 1.5189], [2.3554, 2.0120, 0.0370], [2.7078, 3.1751, 1.1851], [3.4392, 4.5842, 0.7363], [3.8135, 4.7883, -0.8479], [3.4396, 3.6526, -1.9733], [2.6976, 2.2107, -1.5641], [6.6119, 2.1388, 1.4953], [6.5601, 1.4478, 3.2492], [8.2070, 1.3366, 2.1645], [7.1271, -0.4225, 0.6462], [6.5757, -1.0628, 2.4123], [4.8952, 0.3605, -0.0630], [4.5758, 1.0604, 1.6615], [3.6083, -1.7584, 0.4723], [4.3274, -1.8775, 2.2119], [1.6331, -1.0683, -1.6181], [-0.1486, -0.6085, -1.1979], [-0.1720, -2.5719, 0.7762], [1.4433, -3.2610, -0.0877], [-0.1700, -3.0773, -1.0447], [0.1046, 1.0752, 2.9685], [-0.9805, -0.1740, 1.9810], [-2.1207, 1.8119, 0.9609], [-0.5037, 2.3477, 0.1325], [-1.3549, 3.0192, 3.2816], [0.1043, 3.8185, 2.3709], [2.4159, 2.9525, 2.3194], [3.6940, 5.3673, 1.5991], [4.3596, 5.7997, -1.1616], [3.7168, 3.7915, -3.1110], [2.4281, 1.3757, -2.3573], [5.6628, 8.6433, -2.8539], [5.7002, 7.2563, -2.5730], [4.9232, 9.1175, -2.2045], [6.6457, 9.0812, -2.6636], [5.3794, 8.7970, -3.8980], [6.3646, 6.8627, -3.1638], [2.1737, -4.7632, 2.7246], [1.9129, -3.8206, 1.7011], [1.7775, -5.7353, 2.4218], [3.2522, -4.8443, 2.8804], [1.6842, -4.4445, 3.6481], [2.2755, -2.9686, 1.9978], [0.0083, 1.9129, -4.6233], [0.5500, 0.7213, -4.0840], [0.2698, 2.7492, -3.9708], [0.4252, 2.0859, -5.6185], [-1.0793, 1.8258, -4.6822], [0.3020, -0.0026, -4.6838], [-3.1809, -1.5237, -1.8332], [-2.8542, -2.6307, -1.0135], [-2.4627, -1.4654, -2.6544], [-4.1865, -1.6549, -2.2403], [-3.1319, -0.6053, -1.2433], [-3.5080, -2.6569, -0.2943], [-0.8564, -6.2508, 1.1075], [-0.0786, -7.2172, 1.7897], [-0.2639, -5.3414, 0.9828], [-1.1389, -6.6366, 0.1250], [-1.7509, -6.0228, 1.6923], [-0.6301, -8.0122, 1.8856], [-3.8236, 2.1247, 5.2192], [-3.3024, 2.4433, 3.9420], [-3.3600, 1.2003, 5.5715], [-3.5965, 2.9331, 5.9184], [-4.9047, 1.9832, 5.1476], [-3.7318, 3.2673, 3.6554], [-3.3611, -9.8536, 1.5889], [-2.2271, -9.2203, 2.1521], [-4.2237, -9.1904, 1.6870], [-3.1785, -10.0561, 0.5307], [-3.5598, -10.7873, 2.1206], [-1.4781, -9.8319, 2.0504], [-5.0293, 0.4436, 1.2161], [-4.2226, 0.2793, 2.3679], [-5.4468, -0.5257, 0.9337], [-5.8435, 1.1383, 1.4365], [-4.4197, 0.8285, 0.3950], [-3.8663, 1.1551, 2.5946], [-4.1885, 1.1936, -6.0583], [-2.9218, 0.5761, -6.1935], [-4.1132, 2.0026, -5.3279], [-4.4997, 1.6037, -7.0221], [-4.9181, 0.4583, -5.7102], [-3.0197, -0.1370, -6.8473], [-6.9904, 0.5746, -2.1577], [-5.6044, 0.4883, -1.8824], [-7.4429, -0.4095, -2.0148], [-7.4548, 1.2895, -1.4741], [-7.1382, 0.8943, -3.1921], [-5.2303, 1.3756, -2.0175]],
  "forces_ev_per_angstrom": [[-0.901, -0.032, -0.174], [0.464, 1.614, -1.474], [-0.669, 0.522, 0.528], [-0.226, -0.713, 0.596], [2.049, -0.594, -1.904], [-1.186, -0.172, -0.313], [-0.691, -0.539, -0.721], [-0.250, -0.578, -1.609], [-0.160, 0.489, 0.969], [-0.790, 0.156, 0.262], [1.622, -1.675, 0.372], [0.450, -0.937, 0.704], [1.782, 3.254, -1.111], [1.196, 1.175, -4.302], [-1.132, -3.584, -2.124], [-1.564, -2.664, 1.036], [-0.859, -1.110, 3.356], [1.270, 3.935, 3.694], [0.955, -2.035, 1.353], [1.300, -0.342, -2.077], [-2.191, -0.218, 0.342], [-1.261, 0.004, 2.271], [-0.288, 1.676, -1.556], [0.324, -0.683, 2.539], [0.596, -2.228, -1.189], [0.488, 1.471, 1.763], [-0.618, 1.597, -1.498], [-1.485, -0.218, 1.544], [2.097, -0.676, 0.915], [1.589, 0.153, -1.916], [-2.298, 1.963, -0.246], [1.213, 1.006, 1.766], [-0.930, -0.630, -2.057], [1.375, 2.250, -0.221], [2.163, 0.618, 0.456], [-0.876, -0.354, 2.288], [0.448, 1.037, -2.592], [-2.262, -0.914, -0.659], [0.774, 0.551, -2.757], [-0.506, -1.701, -2.361], [-1.348, -2.566, 0.595], [-0.513, -0.001, 2.598], [0.590, 1.997, 1.830], [0.125, -0.142, -0.106], [0.302, -0.295, -0.209], [0.100, -0.177, -0.070], [-0.061, 0.275, -0.041], [-0.023, 0.282, 0.005], [-0.436, 0.081, 0.421], [0.083, 0.224, -0.107], [0.499, -0.440, 0.837], [0.018, 0.165, 0.016], [0.076, -0.190, 0.246], [0.062, -0.195, 0.196], [-0.342, 0.112, -0.235], [-0.109, -0.110, -0.003], [0.082, -0.459, -0.211], [0.063, -0.210, -0.002], [-0.119, 0.252, -0.097], [-0.015, 0.215, -0.128], [0.137, 0.349, 0.480], [-0.112, -0.046, 0.133], [-0.294, -0.387, 0.386], [0.005, -0.079, 0.189], [0.014, 0.273, -0.121], [-0.051, 0.135, -0.229], [0.494, 0.035, -0.343], [-0.086, -0.010, -0.015], [0.220, -0.667, 0.209], [-0.032, -0.138, 0.037], [-0.134, 0.216, -0.095], [-0.101, 0.159, -0.148], [0.143, 0.705, -0.016], [-0.155, 0.017, 0.078], [-0.326, 0.402, -0.243], [-0.037, 0.155, -0.185], [-0.070, -0.094, 0.169], [-0.025, -0.100, 0.240], [0.406, -0.291, -0.014], [0.041, -0.133, -0.133], [0.612, -0.167, 0.127], [0.234, -0.039, 0.031], [-0.247, -0.078, -0.034], [-0.203, -0.037, -0.114], [-0.426, 0.230, 0.142], [0.456, 0.077, 0.287], [-0.162, 0.039, 0.019], [0.076, 0.116, 0.013], [-0.234, 0.050, -0.254], [-0.233, -0.056, -0.145], [0.152, -0.390, 0.213], [-0.023, -0.177, -0.111], [0.215, -0.391, -0.334], [0.098, -0.156, -0.105], [-0.227, 0.138, 0.080], [-0.200, 0.174, 0.051], [0.151, 0.389, 0.432], [0.182, 0.208, 0.004], [0.173, 0.355, -0.145], [0.161, 0.113, 0.004], [-0.276, -0.038, -0.076], [-0.298, -0.017, -0.026], [-0.065, -0.536, 0.137]],
  "lowdin_charge": [-0.168, -0.253, -0.207, -0.309, -0.332, 0.382, -0.294, -0.227, -0.246, -0.317, -0.562, 0.385, -0.160, -0.103, -0.102, -0.108, -0.093, -0.071, 0.082, 0.078, 0.057, 0.101, 0.098, 0.123, 0.097, 0.118, 0.110, 0.041, 0.048, 0.077, 0.064, 0.058, 0.057, 0.065, 0.081, 0.098, 0.070, 0.067, 0.088, 0.070, 0.052, 0.058, 0.072, -0.167, -0.142, 0.082, 0.072, 0.073, 0.086, -0.144, -0.193, 0.058, 0.071, 0.080, 0.047, -0.164, -0.142, 0.078, 0.072, 0.057, 0.081, -0.169, -0.137, 0.079, 0.060, 0.066, 0.079, -0.146, -0.149, 0.067, 0.077, 0.080, 0.029, -0.134, -0.174, 0.091, 0.077, 0.079, 0.087, -0.148, -0.137, 0.084, 0.080, 0.076, 0.092, -0.175, -0.140, 0.078, 0.073, 0.052, 0.032, -0.165, -0.135, 0.079, 0.073, 0.073, 0.083, -0.156, -0.150, 0.081, 0.076, 0.069, 0.093]
}